Formula: C4H8O
Source: the Open Molecules 2025 dataset
Level of theory: wB97M-V/def2-TZVPD

Calculated values
HOMO-LUMO gap ... 9.75 eV
Energy above the lowest of the compared OMol25 structures with the same formula, charge and spin ... 31.7 kcal/mol
F_max ... 0.4 eV Å⁻¹
SMILES string ... C/C=C/OC
Lowest unoccupied orbital energy ... 1.110 eV
Electronic energy ... -6323.7919 eV
E_HOMO ... -8.6 eV

Each line ends with the natural charge from an NBO analysis.
CARTESIAN COORDINATES (ANGSTROEM)
O: -0.22314 1.69614 0.55084  -0.53
C: 0.68222 0.74172 0.16973  0.13
C: 1.14181 -1.52389 -0.85013  -0.63
C: 0.35840 -0.27479 -0.62268  -0.28
C: -1.49125 1.16834 0.91070  -0.25
H: 2.05647 -1.54506 -0.25107  0.21
H: 1.67931 0.91450 0.57931  0.18
H: -0.62850 -0.23980 -1.07622  0.19
H: 0.52354 -2.37697 -0.53929  0.21
H: -2.17363 2.01213 0.99596  0.19
H: -1.89747 0.47258 0.17062  0.17
H: -1.42107 0.63150 1.86648  0.17
H: 1.39330 -1.67639 -1.90425  0.21

Formula: C9H6N2O2
Source: the Open Molecules 2025 dataset
Level of theory: wB97M-V/def2-TZVPD

Calculated values
HOMO-LUMO gap ... 8.41 eV
Energy above the lowest of the compared OMol25 structures with the same formula, charge and spin ... 138.9 kcal/mol
F_max ... 6.0 eV Å⁻¹
Lowest unoccupied orbital energy ... 0.094 eV
Electronic energy ... -16499.5993 eV
E_HOMO ... -8.3 eV

Each line ends with the natural charge from an NBO analysis.
CARTESIAN COORDINATES (ANGSTROEM)
O: -4.46045 1.76248 0.01626  -0.53
O: -3.97126 -0.41451 -0.01362  -0.34
N: -2.88660 -1.23025 -0.05668  -0.05
N: -0.35912 -0.64965 0.05750  -0.40
C: -3.52135 1.04836 0.03340  0.76
C: -1.32726 -2.88090 -0.00178  -0.35
C: 0.64471 0.42875 0.01215  -0.25
C: -1.61217 -0.17508 0.00856  0.44
C: -2.69826 -2.51010 -0.04297  0.03
C: 0.08864 1.90826 -0.05293  -0.18
C: -1.16505 2.20245 -0.01754  -0.17
C: -2.11077 1.07937 0.03507  -0.38
C: -0.26218 -2.02115 0.12112  0.05
H: 1.22328 0.32995 -0.90780  0.21
H: 0.76124 -2.44324 0.17436  0.22
H: 1.36071 0.63222 0.88067  0.23
H: -1.67457 3.14113 -0.03192  0.24
H: -1.27109 -3.96965 -0.11338  0.24
H: 0.94208 2.55915 -0.11844  0.22

Formula: C4H6ClNOS
Source: the Open Molecules 2025 dataset
Level of theory: wB97M-V/def2-TZVPD

Calculated values
HOMO-LUMO gap (spin up / spin down) ... 6.61 / 7.08 eV
Energy above the lowest of the compared OMol25 structures with the same formula, charge and spin ... 129.1 kcal/mol
F_max ... 3.9 eV Å⁻¹
SMILES string ... CN=S(=O)=C/C=C/Cl
Lowest unoccupied orbital energy (spin up / spin down) ... -1.445 / -1.146 eV
Electronic energy ... -31135.3391 eV
E_HOMO (spin up / spin down) ... -8.1 / -8.2 eV

Each line ends with the natural charge from an NBO analysis.
CARTESIAN COORDINATES (ANGSTROEM)
Cl: 4.78800 0.38190 -0.20314  0.01
S: -0.37298 -0.91800 0.40649  1.76
O: -1.33854 -2.00581 0.28957  -0.90
N: -0.62590 0.54629 -0.06700  -0.78
C: 1.14806 -1.46747 -0.09424  -0.54
C: 2.43541 -0.91799 -0.11182  -0.28
C: -1.68382 1.47324 -0.09837  -0.43
C: 3.14634 0.14296 0.28343  -0.19
H: 0.97355 -2.59010 -0.12250  0.26
H: 3.00375 -1.52547 -0.71250  0.22
H: 2.71115 0.90421 0.89366  0.21
H: -2.74463 1.19904 -0.19329  0.21
H: -1.45794 2.23996 0.60599  0.21
H: -1.33737 1.90444 -1.10782  0.23

Formula: C4H11PS
Source: the Open Molecules 2025 dataset
Level of theory: wB97M-V/def2-TZVPD

Calculated values
HOMO-LUMO gap (spin up / spin down) ... 7.54 / 7.47 eV
Energy above the lowest of the compared OMol25 structures with the same formula, charge and spin ... 79.4 kcal/mol
F_max ... 3.5 eV Å⁻¹
Lowest unoccupied orbital energy (spin up / spin down) ... -0.589 / -0.629 eV
Electronic energy ... -24446.9294 eV
E_HOMO (spin up / spin down) ... -8.1 / -8.1 eV

Each line ends with the natural charge from an NBO analysis.
CARTESIAN COORDINATES (ANGSTROEM)
S: -0.73023 0.60326 1.51450  -0.11
P: 1.05951 1.01881 -1.65900  0.30
C: 0.69064 -1.76333 1.22744  -0.61
C: -0.52648 0.26115 -1.10549  -0.31
C: 0.74433 -0.40201 1.84183  -0.54
C: -1.74344 1.00896 -1.63172  -0.69
H: 0.51442 -1.67445 0.19184  0.19
H: -1.67951 2.06177 -1.47798  0.23
H: 0.69505 -0.38768 2.86674  0.22
H: 1.80720 0.89535 -0.40697  0.01
H: -1.60093 0.85974 -2.72576  0.23
H: 1.73431 -2.28862 1.37482  0.21
H: -2.55298 0.48295 -1.04789  0.25
H: 1.58617 0.23543 1.59196  0.20
H: -0.55383 -0.79372 -0.84265  0.21
H: 0.70505 2.34693 -1.39854  -0.01
H: -0.14929 -2.46454 1.68686  0.22

Formula: C19H28N2O4S
Source: the Open Molecules 2025 dataset
Level of theory: wB97M-V/def2-TZVPD

Calculated values
HOMO-LUMO gap ... 8.02 eV
Energy above the lowest of the compared OMol25 structures with the same formula, charge and spin ... 577.7 kcal/mol
F_max ... 18.8 eV Å⁻¹
Lowest unoccupied orbital energy ... -0.624 eV
Electronic energy ... -42139.6219 eV
E_HOMO ... -8.6 eV

Each line ends with the natural charge from an NBO analysis.
CARTESIAN COORDINATES (ANGSTROEM)
S: -0.39010 -0.90207 3.39668  2.41
O: 0.31031 -0.71158 4.49837  -0.93
O: -1.24434 -2.96075 5.34241  -0.49
O: 2.41599 2.92978 -1.30007  -0.69
O: -1.81208 -0.38709 3.94722  -0.97
N: -0.43815 -2.19820 2.84538  -0.95
N: 0.64084 2.42253 -2.28264  -0.52
C: -0.05369 0.08536 2.17187  -0.41
C: 0.71816 -3.83302 5.53452  -0.44
C: 0.77551 2.98156 -3.75731  -0.02
C: -0.38140 -4.60389 4.62514  -0.44
C: -1.67063 -3.82740 4.46130  0.07
C: -1.59212 -3.14227 3.01294  -0.23
C: -0.46897 -3.23205 6.25587  -0.06
C: -1.09373 2.34312 -5.62059  -0.38
C: -0.82197 0.65968 1.21070  -0.17
C: 2.13826 0.73734 -4.43435  -0.53
C: 1.00604 1.49540 -0.23734  0.01
C: -0.22680 4.04301 -4.03855  -0.40
C: -0.51247 1.52910 0.15752  -0.20
C: 1.52421 0.23897 1.78216  -0.14
C: -1.58138 3.41336 -4.37613  -0.30
C: 1.09214 2.07623 -4.66440  -0.28
C: 1.98638 0.97292 0.77260  -0.18
C: 1.36130 2.19154 -1.37351  0.52
C: -0.18346 1.30795 -5.20189  -0.38
H: 2.26590 -0.12325 2.49933  0.22
H: 1.96863 3.38859 -3.38776  0.28
H: 1.32946 -3.21676 4.90639  0.21
H: -0.62322 -5.70564 5.08728  0.21
H: 0.16387 -2.85081 2.84064  0.42
H: 0.25951 -5.06475 3.67169  0.19
H: -1.77051 -3.92351 2.34314  0.21
H: -2.50085 -2.40665 3.06240  0.26
H: -0.24769 1.69124 -2.21275  0.36
H: -0.79205 0.61508 -4.16602  0.15
H: -0.41071 4.55133 -3.30194  0.20
H: -2.05360 2.82102 -3.50645  0.18
H: -1.02896 2.87647 -6.40475  0.19
H: -1.95376 0.58032 1.50357  0.25
H: 1.72508 0.13779 -3.48604  0.19
H: -1.15974 1.84247 -0.63579  0.21
H: 2.27309 0.17824 -5.23318  0.20
H: 2.92625 1.17062 -4.04529  0.20
H: 1.54728 2.39046 -5.62000  0.24
H: 2.79689 1.12008 0.35997  0.21
H: -2.06942 4.09620 -4.52130  0.14
H: -2.26821 1.87796 -5.94208  0.17
H: -0.83714 -3.54336 7.25619  0.19
H: 0.24137 4.56255 -4.80309  0.21
H: 0.07165 -2.15942 6.60753  0.19
H: -2.36488 -4.48669 4.45756  0.18
H: -0.22025 0.58802 -5.99504  0.23
H: 1.23416 -4.63713 5.93790  0.22

- Number 2 is which compound?
  C9H6N2O2